Run a
A cluster of 3 separate species, C8H11NO4 in total. Source: the Open Molecules 2025 dataset; level of theory: wB97M-V/def2-TZVPD.

net charge: 0
gap between HOMO and LUMO: 9.1 eV

The geometry in XYZ format:
```
24
Properties=species:S:1:pos:R:3:lowdin_charge:R:1
N -0.5337 0.4623 -1.5675 0.111
C -0.1421 -0.8746 -2.1835 -0.299
H 1.8918 0.2934 2.0203 0.082
H -1.8817 -0.2611 1.3792 0.064
H -2.8531 -0.4018 -0.2115 0.172
H 1.5570 -0.3724 -3.6946 0.188
O 0.4831 1.9429 3.6084 -0.253
C 1.2197 -0.4619 -2.5239 -0.036
H 1.9881 -1.1668 -2.3057 0.115
C -0.8596 0.6202 -0.1041 -0.189
O -1.3656 -1.9758 0.6803 -0.169
O -0.7547 -2.0038 -2.2037 0.016
C -1.7922 -0.6287 0.3702 -0.222
H -0.0328 -0.2301 3.4460 0.078
O 1.5772 0.6223 -0.4451 -0.002
H 1.4187 2.4371 2.6936 0.286
H -0.6781 -2.4627 -0.3427 0.275
H -1.0341 0.9958 2.5710 0.073
C 0.4578 0.5558 0.4909 -0.182
C 0.9854 0.7690 -1.6652 -0.323
C 0.9134 0.3741 1.7635 -0.010
C -0.1159 0.6249 2.8995 -0.124
H 1.2990 1.8497 -2.0436 0.189
H -1.4584 1.5254 0.0567 0.160
```

Run b
A cluster of 2 separate species, C8H11NO4 in total. Source: the Open Molecules 2025 dataset; level of theory: wB97M-V/def2-TZVPD.

net charge: 0
gap between HOMO and LUMO: 8.5 eV

The geometry in XYZ format:
```
24
Properties=species:S:1:pos:R:3:lowdin_charge:R:1
H -3.5564 2.0195 -0.2577 0.080
H 4.0676 -0.3152 -0.5967 0.084
O -0.4083 2.1025 -1.1071 0.108
C -0.2104 1.0269 -0.5356 -0.093
H -1.8076 0.5127 1.5203 0.139
H -3.1779 -0.5535 -1.0856 0.049
C 2.1737 0.4066 -1.1348 -0.371
H -2.5131 2.6921 0.8613 0.122
C -2.9294 -0.5644 -0.0798 -0.086
C 3.1236 -0.6695 -0.6387 -0.019
O 2.3118 1.1981 -2.0312 0.095
C 1.0465 -0.7526 0.6567 -0.317
H -2.2360 -1.3497 0.0974 0.054
H 3.0056 -0.5427 1.5274 0.143
O 0.1664 -1.3714 1.2170 0.067
H -3.8954 -0.8845 0.5329 0.131
H 2.0007 -3.0205 1.2510 0.175
O 2.8149 -2.3464 1.1571 -0.054
N -2.7043 1.9491 0.1989 0.028
C 2.5766 -1.0647 0.7181 -0.343
C -2.2636 0.6388 0.4721 -0.217
H -1.4353 2.2787 -0.9665 0.125
H 2.9736 -1.5886 -1.3458 0.185
C 0.8767 0.1988 -0.4305 -0.083
```

Relative energy table, unit hartree: run a 0.1857; run b 0.0000

Run a
A cluster of 2 separate species, C5H15N3 in total. Source: the Open Molecules 2025 dataset; level of theory: wB97M-V/def2-TZVPD.

net charge: 0
gap between HOMO and LUMO: 4.6 eV

The geometry in XYZ format:
```
23
Properties=species:S:1:pos:R:3:lowdin_charge:R:1
H 2.2684 1.5084 -1.7402 0.060
C -0.3989 1.7272 2.4453 -0.277
H -0.4605 0.5898 -1.7773 0.085
N -0.1190 -2.7474 -1.9015 0.050
H -1.2686 2.0883 2.9832 0.106
H 0.3165 -3.3481 -2.6026 0.027
H -1.1140 -1.4958 -3.1224 0.157
H 0.0821 2.6293 2.0428 0.102
N 0.5618 1.1173 3.3713 -0.014
H 1.5804 1.2576 -1.8447 0.020
C -0.6257 0.8262 1.2303 -0.277
H -0.1102 -1.5151 0.2704 0.150
H 1.3636 -1.0167 -0.6154 0.104
H 1.1988 0.5677 2.7980 0.044
C -0.5842 -0.4321 -1.4369 -0.177
H -1.5900 -0.5797 -1.0851 0.102
H -1.2406 -0.0073 1.6117 0.125
H 0.5772 -1.0998 -3.1155 0.117
C -0.2188 -1.4684 -2.4501 -0.416
H -1.3257 1.2894 0.5173 0.122
C 0.4204 -0.6562 -0.2082 -0.324
N 0.5894 0.3393 0.6757 0.055
H 0.0977 0.4261 3.9538 0.059
```

Run b
The molecule C5H15N3. Source: the Open Molecules 2025 dataset; level of theory: wB97M-V/def2-TZVPD.

net charge: 0
gap between HOMO and LUMO: 9.4 eV

The geometry in XYZ format:
```
23
Properties=species:S:1:pos:R:3:lowdin_charge:R:1
H 1.0593 3.5026 -0.0852 0.073
H 1.2851 1.5960 -1.9528 0.097
H -1.2376 -1.8044 1.3088 0.103
N -0.2748 0.0937 0.7063 -0.057
N -0.2985 -1.0217 2.9900 -0.040
C 1.0949 2.4079 -0.1343 -0.162
C -0.6465 -0.6653 -1.6372 -0.215
H -1.7533 -0.3225 -1.5217 0.137
H -0.8729 -0.2235 3.3568 0.062
H -1.1885 0.5439 0.7481 0.128
H -0.0344 -2.6972 -1.3205 0.084
N -0.8778 -2.0779 -1.2368 -0.049
H -0.3184 -0.5428 -2.6515 0.081
H 1.3100 -0.4655 -0.5281 0.135
C 0.3743 0.0735 -0.5716 -0.317
H 0.5318 -1.8305 1.2190 0.123
C -0.3354 -1.1328 1.4838 -0.332
C 0.5911 1.4969 -1.1601 -0.236
H 2.1203 2.1900 0.2885 0.093
H 0.7157 2.2488 0.8865 0.056
H -1.5463 -2.5021 -1.8892 0.063
H 0.6619 -0.6873 3.2672 0.064
H -0.3602 1.8202 -1.5660 0.107
```

Relative energy table, unit hartree: run a 0.1956; run b 0.0000

Run a
A structure of composition C5H15N3. Source: the Open Molecules 2025 dataset; level of theory: wB97M-V/def2-TZVPD.

net charge: 0
gap between HOMO and LUMO: 8.4 eV

The geometry in XYZ format:
```
23
Properties=species:S:1:pos:R:3:lowdin_charge:R:1
H -2.9648 1.3478 1.3776 0.070
H 0.7639 1.9989 1.1217 0.064
H -0.4466 2.4222 -0.1022 0.069
H 0.6758 -1.2250 1.4546 0.097
H -0.9486 -1.3109 -0.4758 0.133
H -0.7600 2.7373 1.5996 0.077
C -2.4210 0.6628 0.7188 -0.128
N 1.5416 -2.2237 -0.3813 -0.126
C -0.9352 0.6533 1.0265 -0.327
H -2.5930 0.9726 -0.3135 0.072
H -0.2381 -0.2747 -2.4204 0.087
H 2.8594 -0.9783 -1.3557 0.057
H 1.8429 -1.8569 -2.3181 0.048
H -0.7782 0.2564 2.0322 0.105
H 2.1355 -2.6799 0.3110 0.054
N 2.3905 -1.8854 -1.4646 -0.092
H -2.8609 -0.3255 0.8629 0.068
H 0.7195 0.8474 -1.5819 0.086
C -0.3060 2.0234 0.9049 -0.119
N -0.0610 0.2067 -1.5526 0.063
H 1.7191 -0.0756 0.4468 0.100
C 0.8926 -0.7901 0.4874 -0.112
C -0.2273 -0.5031 -0.3776 -0.345
```

Run b
The molecule C5H15N3. Source: the Open Molecules 2025 dataset; level of theory: wB97M-V/def2-TZVPD.

net charge: 0
gap between HOMO and LUMO: 9.6 eV

The geometry in XYZ format:
```
23
Properties=species:S:1:pos:R:3:lowdin_charge:R:1
C -0.2932 0.7941 -0.6754 -0.398
H 0.4311 0.6399 -3.6448 0.062
H 0.0091 -0.6565 3.6815 0.102
H -1.3977 -0.8643 2.6225 0.106
H -1.8669 0.2070 -1.9604 0.114
H 1.3463 -0.3525 1.5023 0.106
N -0.4213 -0.2635 0.3456 -0.053
H 0.2405 0.9977 1.8616 0.120
H 0.9721 -2.5376 2.4732 0.058
N -0.3917 0.9691 -3.1662 -0.003
C 1.0594 1.4692 -0.7997 -0.070
C -0.7772 0.1782 -1.9997 -0.242
H 0.9873 2.5362 -1.0143 0.077
H -0.4746 -2.7680 1.7105 0.058
H 1.6759 1.3995 0.0916 0.055
H -1.1472 1.0539 -3.8306 0.061
H 1.6890 1.0908 -1.6097 0.070
N -0.0252 -2.3760 2.5337 -0.014
C -0.3156 -0.9530 2.6872 -0.286
H -1.0370 1.5267 -0.3594 0.132
H -0.4351 -0.8638 -2.0359 0.107
H -0.1218 -1.1578 -0.0232 0.088
C 0.2940 -0.0693 1.6095 -0.250
```

Run c
A cluster of 2 separate species, C5H15N3 in total. Source: the Open Molecules 2025 dataset; level of theory: wB97M-V/def2-TZVPD.

net charge: 0
gap between HOMO and LUMO (spin up / spin down): 7.5 / 7.5 eV

The geometry in XYZ format:
```
23
Properties=species:S:1:pos:R:3:lowdin_charge:R:1
N 0.1579 -1.6364 -0.3173 -0.038
H 0.3497 -2.1588 0.5407 -0.001
H -1.6587 2.4329 0.0972 0.086
H 1.5126 -1.0836 -2.6205 0.075
H -1.1286 -0.5917 0.0793 0.100
H 2.8611 -1.9306 -0.8061 0.073
H 2.0076 0.5503 -2.1166 0.076
C -1.7136 0.3802 1.9027 -0.107
C 1.2706 -0.2410 -1.9719 -0.057
C 1.2580 -0.7095 -0.5166 -0.815
C 0.8401 0.3700 0.4209 0.135
H -1.2202 -0.4434 2.4200 0.081
H -2.7978 0.2273 1.9666 0.086
H -1.4954 1.3760 -1.3092 0.075
N -1.2494 0.4159 0.5275 -0.211
N 2.6102 -1.1726 -0.1748 0.065
H -1.4733 1.3167 2.4160 0.086
H -2.9732 1.3221 -0.3225 0.088
H 2.6086 -1.5667 0.7616 0.061
H 1.0328 0.1834 1.4710 0.092
C -1.8826 1.4343 -0.2920 -0.096
H 0.7990 1.4059 0.1092 0.087
H 0.2846 0.1194 -2.2650 0.059
```

Relative energy table, unit hartree: run a 0.1043; run b 0.0000; run c 0.1194

Run a
A cluster of 2 separate species, C5H15N3 in total. Source: the Open Molecules 2025 dataset; level of theory: wB97M-V/def2-TZVPD.

net charge: 0
gap between HOMO and LUMO: 8.3 eV

The geometry in XYZ format:
```
23
Properties=species:S:1:pos:R:3:lowdin_charge:R:1
H 1.5176 1.1092 -2.0074 0.078
H -0.6582 -0.6750 -1.7277 0.065
H 1.6455 2.4570 0.6846 0.077
H -2.5466 0.7436 -0.6457 0.093
C 1.9896 0.5758 -1.1850 -0.120
N 1.6483 -0.2096 1.0300 0.007
H 2.9451 1.0527 -0.9310 0.077
C -1.4841 -0.7846 0.2282 -0.488
N -2.1495 0.4278 0.2236 0.095
H -2.5280 0.7351 1.1055 0.096
H -1.5151 -1.0509 2.3260 0.054
C -1.2355 -1.3749 -1.1270 -0.051
H -2.1767 -1.5530 -1.6508 0.080
H 2.1943 -0.4479 -1.5005 0.074
H -0.7161 -2.3774 1.3689 0.053
C 0.7504 1.8842 0.4008 -0.125
H 0.2287 2.4104 -0.3987 0.077
N 1.0724 0.5477 -0.0598 -0.371
C -1.0880 -1.3666 1.3855 -0.047
H -0.6707 -2.2999 -1.0518 0.078
H 1.9258 -1.1107 0.6471 0.057
H 0.1064 1.8171 1.2771 0.067
H 0.7443 -0.5098 1.6082 0.076
```

Run b
A cluster of 2 separate species, C5H15N3 in total. Source: the Open Molecules 2025 dataset; level of theory: wB97M-V/def2-TZVPD.

net charge: 0
gap between HOMO and LUMO: 9.0 eV

The geometry in XYZ format:
```
23
Properties=species:S:1:pos:R:3:lowdin_charge:R:1
H -2.2139 1.4484 -0.8409 0.084
H 3.6320 0.6216 -0.4736 0.067
H -1.7192 -2.3482 -0.2530 0.084
N 0.1291 1.5022 1.0641 0.094
N -0.7976 -0.5873 0.3470 -0.237
H -2.8062 -0.9448 -0.2430 0.084
H -0.0704 -0.3619 2.2638 0.062
H -0.3001 -2.0522 1.7555 0.080
C -1.1449 1.4857 -1.0448 -0.042
H 1.0353 -0.7920 -0.7173 0.079
C -0.3423 0.8427 0.0686 -0.430
H -0.0784 2.4942 1.0280 0.048
H -0.9632 0.9735 -1.9895 0.071
H 3.3317 -1.1157 -0.3062 0.062
H 2.7454 0.0053 0.9414 0.058
C -0.7190 -1.0419 1.7137 -0.106
H -1.5897 -1.1272 -1.5204 0.077
C -1.7787 -1.2754 -0.4559 -0.111
H -1.7045 -1.0443 2.1987 0.084
N 1.6754 0.0012 -0.8958 -0.085
H 1.6248 0.9077 -1.3509 0.076
C 2.9149 -0.1236 -0.1318 -0.176
H -0.8606 2.5319 -1.1579 0.078
```

Relative energy table, unit hartree: run a 0.0000; run b 0.0100